{
  "formula": "CH4F2N2",
  "method": "ωB97M-V with the def2-TZVPD basis set",
  "homo_lumo_gap_ev": 11.0,
  "energy_ha": -349.71482,
  "total_charge": 0,
  "homo_energy_ev": -10.3,
  "relative_energy_kcal_mol": 33.2,
  "species": ["C", "N", "N", "F", "F", "H", "H", "H", "H"],
  "coordinates": [[0.302899, -0.074575, 0.126438], [-0.576909, 0.126695, 1.123140], [0.003215, -0.861141, -0.930352], [1.546204, -0.330983, 0.492050], [0.684366, 1.699057, -0.722863], [-1.363338, 0.684201, 0.769513], [-0.120871, 0.521129, 1.914807], [0.541279, -0.829150, -1.688722], [-1.016845, -0.935235, -1.084012]],
  "atomic_forces_ev_per_a": [[2.0, 0.0, -1.9], [-0.8, 0.5, -1.1], [-5.0, 0.2, 3.7], [0.1, 0.8, 0.6], [-0.7, -2.2, 1.2], [0.4, -0.2, 0.6], [0.1, 0.5, 0.6], [2.7, 0.4, -3.6], [1.2, 0.0, -0.2]],
  "mulliken_charge": [0.828, -0.534, -0.398, -0.226, -0.662, 0.301, 0.259, 0.201, 0.230]
}


{
  "formula": "CH4F2OSi",
  "method": "ωB97M-V with the def2-TZVPD basis set",
  "homo_lumo_gap_ev": 10.3,
  "energy_ha": -605.05450,
  "total_charge": 0,
  "homo_energy_ev": -9.8,
  "smiles": "CO[SiH](F)F",
  "relative_energy_kcal_mol": 33.4,
  "species": ["C", "O", "Si", "F", "F", "H", "H", "H", "H"],
  "coordinates": [[-0.645634, -0.089825, 0.536451], [-0.043230, 1.149642, 0.090926], [0.709243, 1.413325, -1.753450], [0.245722, 2.888081, -2.066528], [-0.252182, 0.586540, -2.721533], [0.083881, -0.544803, 1.103554], [-1.118722, -0.834397, -0.215238], [-1.417224, 0.071993, 1.244850], [2.093877, 1.180450, -1.383138]],
  "atomic_forces_ev_per_a": [[-0.7, 0.2, -2.2], [0.7, -0.1, -4.2], [-4.1, -0.5, 5.2], [0.8, 0.1, -0.1], [1.2, -0.3, 0.1], [1.7, -1.7, 1.0], [1.1, 1.4, 0.6], [-1.1, 0.9, 0.5], [0.2, -0.1, -0.9]],
  "mulliken_charge": [-0.624, -0.473, 0.765, -0.201, -0.230, 0.298, 0.228, 0.274, -0.038]
}


{
  "formula": "CH4F2Si",
  "method": "ωB97M-V with the def2-TZVPD basis set",
  "homo_lumo_gap_ev": 10.2,
  "energy_ha": -529.70053,
  "total_charge": 0,
  "homo_energy_ev": -9.3,
  "relative_energy_kcal_mol": 94.0,
  "species": ["C", "F", "F", "Si", "H", "H", "H", "H"],
  "coordinates": [[-1.004060, 0.784701, 0.033575], [-2.040341, 0.179913, -0.618033], [2.359078, 0.009132, -0.119523], [0.951849, -0.755252, -0.006261], [-0.682772, 1.640921, -0.560539], [-1.298197, 1.054001, 1.039555], [0.862848, -1.254203, 1.357159], [0.851594, -1.659213, -1.125933]],
  "atomic_forces_ev_per_a": [[2.9, -1.4, -0.8], [-0.4, -0.3, -0.1], [-0.2, 0.1, -0.1], [-2.4, 2.7, 0.7], [0.0, 0.1, 0.2], [0.1, -0.1, 0.2], [0.1, -0.5, 0.1], [-0.1, -0.4, -0.3]],
  "mulliken_charge": [-0.436, -0.257, -0.247, 0.568, 0.245, 0.267, -0.075, -0.065]
}